This record from OMol25 describes a 2-piece molecular cluster, C6H12N overall at a distorted geometry. The level of theory is wB97M-V/def2-TZVPD.

## Properties
energy relative to the best compared isomer or geometry (same formula, charge and spin)	347.6	kJ/mol
largest force on an atom	5.40	eV Å⁻¹
HOMO	-14.0	eV
charge	+1
total energy	-290.18953	hartree
LUMO level	-3.3	eV

Cartesian coordinates (Å):
H: 1.08 1.44 -1.32
H: 1.42 -0.50 -2.25
H: -0.44 1.53 -0.60
H: -0.22 -1.19 -1.96
H: -3.12 1.64 -1.79
H: 0.88 1.66 0.38
H: 1.27 -1.98 -1.32
H: -0.23 0.51 2.23
H: 0.42 -1.25 2.91
C: 0.55 -0.23 2.35
C: -2.14 0.32 -0.22
C: 0.69 -0.26 -0.27
N: 0.52 1.22 -0.48
C: 0.78 -0.76 0.96
C: 0.87 -1.07 -1.55
H: 1.44 0.27 2.71
H: 0.97 -1.78 0.87
C: -2.69 0.99 -1.02
H: -2.06 -0.54 0.40